ORCA calculation (the ωB97M-V functional and the def2-TZVPD basis) on one molecule with the formula C6H10.

Each line ends with the Mulliken charge.
Element x y z (Å)
C (2.90066, 0.03265, -0.18807)  -0.96
C (1.59885, 0.38817, -0.74173)  0.18
C (0.39515, 0.41233, -0.68738)  -0.56
C (-0.76127, -0.00104, 0.12771)  1.02
C (-1.47947, -1.20168, -0.47181)  -1.32
C (-1.62304, 1.15780, 0.60187)  -1.37
H (2.90067, -1.05585, -0.05271)  0.25
H (3.76979, 0.32977, -0.76883)  0.33
H (2.95111, 0.48393, 0.81039)  0.25
H (-0.23908, -0.37224, 1.01948)  0.11
H (-2.07296, -0.92707, -1.34563)  0.32
H (-2.12598, -1.65811, 0.28182)  0.35
H (-0.74255, -1.94704, -0.78929)  0.34
H (-2.26519, 1.54747, -0.19046)  0.33
H (-2.23724, 0.84510, 1.45086)  0.36
H (-0.96945, 1.96582, 0.94378)  0.35

Cartesian forces, eV/Å:
C 0.257 0.003 -0.022
C -0.469 -0.036 0.069
C 0.741 -0.183 0.310
C -0.050 -0.037 0.103
C -0.134 -0.044 -0.035
C -0.113 0.080 0.010
H 0.227 0.175 -0.100
H 0.034 0.007 -0.016
H 0.227 -0.023 -0.197
H -0.182 -0.035 0.060
H -0.047 0.014 0.045
H -0.084 0.024 -0.130
H -0.156 0.100 0.069
H -0.010 -0.027 0.029
H -0.085 0.034 -0.154
H -0.157 -0.053 -0.043

Results
LUMO   0.0390 Ha
SMILES   CC#CC(C)C

---

ORCA calculation (the ωB97M-V functional and the def2-TZVPD basis) on one molecule with the formula C6H10 in a non-equilibrium geometry.

Each line ends with the Mulliken charge.
Element x y z (Å)
C (-1.73018, -0.61049, 1.42031)  -1.33
C (-0.81517, 0.21586, 0.53726)  0.96
C (-1.21643, 1.42019, 0.09316)  -0.99
C (1.91430, -0.79494, -1.46460)  -0.98
C (1.54161, 0.31599, -0.55840)  -0.41
C (0.48755, -0.29263, 0.27042)  -0.35
H (-2.18159, -0.07384, 2.24921)  0.37
H (-2.51394, -1.02235, 0.78239)  0.30
H (-1.15137, -1.43965, 1.82037)  0.34
H (-0.65181, 2.10061, -0.52845)  0.31
H (-2.23382, 1.74048, 0.28929)  0.28
H (0.99764, 0.68170, -1.45361)  0.22
H (2.88449, -1.28207, -1.28672)  0.23
H (1.87510, -0.70268, -2.54447)  0.28
H (2.16975, 1.09393, -0.11465)  0.46
H (0.62388, -1.35012, 0.48852)  0.31

Cartesian forces, eV/Å:
C 0.333 -0.418 -0.671
C -0.347 0.845 0.112
C -0.521 0.113 -0.121
C 2.168 -0.593 1.323
C -0.916 0.687 -2.090
C 0.457 -2.021 -1.037
H 0.043 0.237 -0.084
H -0.140 -0.101 0.215
H -0.146 -0.130 0.149
H 0.289 -0.285 -0.070
H 0.062 0.108 0.239
H -0.280 2.010 1.067
H -0.398 -0.466 0.498
H -1.289 0.056 -0.010
H 0.340 -0.242 -0.111
H 0.346 0.200 0.593

Results
LUMO   -0.0369 Ha

---

ORCA calculation (the ωB97M-V functional and the def2-TZVPD basis) on one molecule with the formula C6H10 in a non-equilibrium geometry.

Each line ends with the Mulliken charge.
Element x y z (Å)
C (-1.66782, -0.84648, -0.18333)  -1.10
C (-1.06325, 0.56429, -0.13583)  0.59
C (-1.28191, 1.43729, -1.10745)  -0.65
C (2.03253, -1.02126, 0.50277)  -1.03
C (1.29215, 0.31132, 0.33762)  -0.16
C (-0.01851, 0.52940, 0.85266)  -0.56
H (-0.76508, -1.47690, -0.15943)  0.27
H (-2.16992, -0.99031, -1.13861)  0.33
H (-2.31592, -1.12000, 0.64426)  0.28
H (-0.99382, 2.46946, -0.95481)  0.34
H (-1.59283, 1.06912, -2.07615)  0.22
H (2.67483, -1.34024, 1.32014)  0.35
H (2.51312, -1.34203, -0.42338)  0.21
H (2.11268, 0.43882, 1.12622)  0.14
H (1.36396, 0.97771, -0.51953)  0.48
H (-0.12021, 0.33984, 1.91483)  0.31

Cartesian forces, eV/Å:
C 1.350 0.211 -0.536
C -1.030 -0.735 0.174
C 0.499 0.426 -0.068
C 0.897 -0.789 -1.342
C -2.287 -0.235 1.428
C 1.628 0.953 1.079
H -0.477 -0.579 0.029
H -0.154 -0.061 0.068
H -0.012 0.260 0.117
H 0.384 -0.019 -0.460
H -0.809 0.399 0.096
H -0.535 0.356 0.567
H 0.355 0.658 -0.030
H 0.235 0.625 -0.250
H 0.658 -1.004 -0.735
H -0.703 -0.466 -0.137

Results
LUMO   -0.0248 Ha

---

These records have energy relative to the best compared isomer or geometry (same formula, charge and spin) values of 2.1440; 5.1613; 6.7110 eV, in the order they appear.
These records have gap between HOMO and LUMO values of 10.257; 6.147; 6.002 eV, in the order they appear.